Record 1
Below is a molecular structure, C26H28GaN2OPSeTe, with properties calculated with the ωB97M-V functional and the def2-TZVPD basis.

Calculated values
HOMO-LUMO gap (eV): 6.7
Charge: +2

XYZ file:
```
61
Properties=species:S:1:pos:R:3:forces:R:3
C 2.103 2.077 -0.773 0.0681 -0.1167 -0.1040
C 0.065 1.496 3.172 0.0165 0.0094 0.0061
C 1.727 3.400 -0.999 0.0273 -0.0189 0.0765
H 2.394 5.424 -1.230 0.0198 -0.0682 0.0232
H 0.336 1.471 -3.412 -0.0405 0.0267 -0.0141
H -1.812 1.488 0.312 0.0528 -0.0035 0.0125
C -3.403 -1.341 -1.684 0.0671 0.0290 -0.0402
O 0.780 -2.388 0.119 0.1323 -0.1205 -0.1363
H 5.346 -5.262 -0.683 -0.0211 0.0112 0.0214
C -3.820 -2.424 3.150 -0.0651 0.0439 0.0099
H -3.157 -2.339 -2.031 -0.0376 -0.0694 0.0367
C 4.325 -4.889 -0.684 -0.0416 -0.0247 0.0665
H 6.696 -2.944 -0.275 -0.0050 0.0294 0.0093
C 0.477 0.513 1.003 -0.2408 -0.3068 -0.1267
H 0.684 3.661 -1.125 -0.0038 -0.0114 -0.0649
H 3.753 0.748 -0.409 0.0768 -0.0891 -0.0218
H -1.094 0.339 4.555 0.0428 -0.0321 -0.0594
C -2.796 2.568 -2.741 -0.0059 -0.0136 0.0178
H -1.275 -1.601 3.034 0.0454 0.0214 -0.0089
Se -1.729 -3.108 0.545 -0.1737 -0.0351 0.0271
N -4.051 -1.873 1.810 -0.0031 -0.0076 0.0889
H -3.089 -3.222 3.096 0.0506 -0.0392 -0.0494
H 3.652 -5.674 -0.345 0.0244 0.0571 0.0056
H 4.048 -4.569 -1.686 0.0070 0.0189 -0.0122
H 1.191 2.436 1.604 -0.1078 0.0167 -0.0191
H -1.599 2.508 -4.526 -0.0045 -0.0268 0.0482
C -0.656 0.378 3.565 -0.0147 0.0966 0.1364
C -1.650 2.271 -3.470 0.0251 0.0430 -0.0331
C 2.693 4.398 -1.048 -0.0610 0.0190 -0.0061
C -0.783 -0.696 2.702 -0.0180 -0.0885 -0.1022
P 0.939 0.671 -0.769 0.1131 0.3863 0.2217
C -0.189 -1.899 0.647 -0.3074 0.2097 0.3073
H -4.754 -2.825 3.532 -0.0451 -0.0180 -0.0610
C 5.876 -2.235 -0.192 0.0039 -0.0291 0.1082
C -0.209 -0.649 1.431 0.0701 0.2453 -0.0080
H -2.529 -0.698 -1.757 0.0250 0.0532 0.0449
H -3.639 3.046 -3.226 0.0274 -0.0402 0.0174
C -2.846 2.269 -1.388 0.0122 -0.0121 0.0507
H -3.471 -1.643 3.821 0.0116 0.0609 -0.0323
C 3.456 1.774 -0.592 -0.1183 0.0592 0.0035
C 0.629 1.559 1.902 -0.0120 -0.0044 0.0233
H -3.729 2.518 -0.810 0.0240 -0.0026 -0.0174
C 4.416 2.773 -0.630 0.0005 -0.0329 0.0289
H 6.168 -1.419 0.466 -0.0229 -0.0292 -0.0162
C -0.594 1.403 -1.472 0.0774 -0.1948 -0.0924
H 0.179 2.332 3.853 0.0219 -0.0471 -0.0308
N -3.878 -1.395 -0.296 0.0401 0.0600 -0.1006
C -5.169 -1.157 1.462 0.0280 -0.0319 0.0949
H -5.955 -0.931 2.166 0.0896 -0.0306 -0.0203
C 4.033 4.086 -0.869 0.0065 0.0396 0.0202
C -5.059 -0.859 0.145 -0.0234 0.0788 -0.0433
H 5.613 -1.851 -1.174 -0.0070 -0.0079 -0.0314
Te 4.223 -3.259 0.694 0.0622 0.1004 -0.2239
H -5.732 -0.322 -0.503 0.0810 -0.0369 -0.0126
C -0.561 1.691 -2.841 0.0304 -0.1277 0.0510
Ga 2.389 -1.982 -1.430 0.1315 0.0474 -0.1364
C -3.259 -1.998 0.731 -0.0291 -0.0814 0.0181
H -4.195 -0.929 -2.300 -0.0506 0.0101 0.0379
C -1.754 1.685 -0.752 0.0215 0.0659 0.0265
H 4.783 4.866 -0.911 -0.0424 -0.0320 -0.0092
H 5.461 2.531 -0.485 -0.0315 -0.0081 -0.0063
```
Forces are in eV/Å.

Results of the Mulliken charge analysis, in e, for atoms 1 through 2: atom 1 (C): 0.30, atom 2 (C): -0.91


Record 2
Below is 2 unconnected molecules or ions with the total composition C9H15N2O3S, with properties calculated with the ωB97M-V functional and the def2-TZVPD basis.

Calculated values
HOMO-LUMO gap (spin up / spin down) (eV): 6.4 / 7.5
Charge: +1

XYZ file:
```
30
Properties=species:S:1:pos:R:3:forces:R:3
C 2.107 -1.713 -0.148 1.2340 1.0110 0.5105
H -1.953 1.770 0.766 -0.0852 1.6488 -0.2353
H -2.701 -1.356 -1.909 -1.1394 -4.5842 -1.3073
C 0.735 -1.245 0.095 -1.6966 -1.9943 0.1632
H 4.860 -1.608 0.687 -1.1952 1.5784 -1.8024
C -4.544 -0.185 0.586 0.1165 1.3662 -4.0435
H -1.714 -0.094 -1.886 2.1272 1.1279 -0.3792
H -3.429 0.319 -1.920 -0.3030 -0.2158 -0.6853
O -2.374 -1.690 0.808 0.1654 -0.9584 -0.1175
C 4.450 -1.024 -0.275 1.5913 0.4575 4.3011
H -5.109 0.238 -0.314 0.9868 -0.7520 0.8982
C 2.802 0.695 0.066 -0.4460 -0.7340 -0.5256
H 4.660 -1.662 -1.011 -0.3238 -3.0291 -3.0869
H -4.965 -1.092 0.835 -0.6787 -2.1440 0.6376
S -2.791 -0.442 0.245 -0.4489 0.3286 -0.3374
O 3.626 1.532 -0.081 0.6960 1.6923 0.4226
N 1.414 1.039 0.308 1.8991 1.2708 -0.4863
H -1.357 0.370 1.832 1.2255 -0.8206 2.2128
C -2.673 -0.402 -1.665 -0.7342 4.0136 3.9668
N 3.062 -0.615 -0.169 -0.4036 -2.1383 0.0305
C 0.572 0.061 0.205 -1.8472 -0.6004 0.4216
O 2.486 -2.853 -0.167 -0.4032 0.4095 -0.2974
C -1.951 0.793 1.119 -0.3675 -0.8578 -2.9634
H 0.170 2.512 -0.097 -3.1750 0.6851 -1.3513
H 1.881 3.067 -0.465 -1.4007 -1.3413 1.1483
H -0.041 -2.071 0.316 1.3299 1.7330 -0.3473
H 5.164 -0.262 -0.545 -0.4191 1.0071 0.6332
H 1.169 2.895 1.276 0.1513 -0.3007 -1.5933
C 1.130 2.491 0.205 3.5031 0.5641 2.0180
H -4.686 0.534 1.302 0.0412 1.5768 2.1950
```
Forces are in eV/Å.

Results of the Mulliken charge analysis, in e, for atoms 1 through 2: atom 1 (C): 0.11, atom 2 (H): 0.47


Record 3
Below is 2 unconnected molecules or ions with the total composition C2H6OS, with properties calculated with the ωB97M-V functional and the def2-TZVPD basis.

Calculated values
Structure (SMILES): C=CO.S
HOMO-LUMO gap (eV): 9.4

XYZ file:
```
10
Properties=species:S:1:pos:R:3:forces:R:3
C 1.814 0.832 -0.007 -2.1609 -0.5575 1.4828
H 2.027 -0.789 1.159 -1.2841 0.8803 -0.7094
H -1.572 -1.604 0.919 0.6939 -0.9393 0.1487
H 0.012 1.024 -0.959 0.6687 1.1735 0.9378
H -1.209 -1.441 -1.240 -0.5706 0.2276 1.9903
C 0.946 1.590 -0.669 -2.0629 -1.2373 -0.0282
O 1.262 -0.236 0.820 3.0861 0.1701 -1.5195
H 0.884 2.679 -0.608 0.9111 -0.2947 -1.1711
H 2.837 1.095 0.031 1.0785 -0.0370 1.0497
S -1.852 -0.851 -0.113 -0.3599 0.6143 -2.1811
```
Forces are in eV/Å.

Results of the Mulliken charge analysis, in e, for atoms 1 through 2: atom 1 (C): 0.01, atom 2 (H): 0.31


Record 4
Below is a molecular structure, C37H23AsBr4CsN3O4, with properties calculated with the ωB97M-V functional and the def2-TZVPD basis.

Calculated values
HOMO-LUMO gap (eV): 4.9
Charge: -2

XYZ file:
```
73
Properties=species:S:1:pos:R:3:forces:R:3
H 1.020 4.139 4.273 -0.0057 0.0167 -0.0204
H -5.561 -1.579 -2.332 0.0216 0.0031 -0.0068
C 0.229 -3.075 -3.107 0.0962 -0.0931 -0.2522
C -0.187 -6.698 -0.524 0.0301 -0.0736 0.0139
H -3.469 -5.285 -2.760 0.0266 -0.0096 0.0166
O 1.304 0.766 2.235 1.5123 2.0707 3.2981
C 1.909 2.232 4.027 0.0318 -0.1077 -0.0117
N -0.331 2.550 1.228 -0.0532 -0.0220 -0.0174
C -2.472 -3.818 3.525 0.0631 0.1197 -0.0875
C -1.122 3.448 0.781 0.1619 0.0552 0.2513
Cs 0.431 -0.408 0.386 -0.2993 3.5188 -0.6452
C -3.421 2.758 -2.667 -0.0046 0.0750 0.0372
H -2.761 -4.849 5.385 0.0239 0.0261 -0.0123
C 1.740 3.448 4.686 0.0901 -0.0942 0.0443
N 0.342 2.872 2.356 0.0974 0.2881 0.3230
C -4.788 -2.262 -1.997 -0.0374 0.0539 0.0121
H 0.212 -7.604 -0.965 -0.0344 -0.0087 0.0144
C -1.238 -6.040 -1.138 -0.0577 0.0319 -0.0532
H 2.321 4.705 6.327 -0.0110 -0.0020 -0.0277
Br -1.089 -2.322 -4.261 -0.0826 0.0227 0.1728
C -1.700 -4.835 -0.613 0.1717 -0.0397 0.1813
C -0.064 -4.986 1.161 -0.0019 0.0621 0.0462
C -1.918 3.218 -0.418 -0.2680 -0.0030 -0.3579
C -2.747 4.235 -0.914 0.0731 -0.0732 0.0431
O 1.459 -2.572 0.245 1.0185 -2.3195 -0.1403
C -3.975 -1.921 -0.923 0.0809 0.0163 0.0949
C 2.466 3.756 5.824 -0.0197 0.1240 0.0686
C 0.291 -2.567 -1.808 -0.3216 -0.0231 -0.2596
Br 3.322 -5.859 -3.386 0.0110 -0.0327 0.0298
C -4.351 -3.744 2.056 0.0399 0.0813 -0.0653
C -4.534 -4.865 4.180 -0.0316 -0.0240 -0.0325
C 0.383 -6.189 0.638 0.0057 0.0262 -0.0145
H 4.277 0.893 6.056 -0.0112 0.0054 0.0034
C -4.603 -3.475 -2.645 -0.0078 -0.0289 -0.0639
C 2.118 -4.523 -2.770 -0.1261 0.0711 -0.2130
H -4.106 -0.972 -0.412 -0.0190 0.0162 -0.0581
H -5.116 -5.437 4.894 0.0096 0.0146 0.0111
H 2.423 0.093 3.178 -0.0362 -0.0212 -0.0099
C 2.830 1.301 4.544 -0.0538 0.1449 0.0521
C 1.375 -3.039 -0.936 0.2139 -0.3724 -0.0920
C -2.986 -2.793 -0.502 -0.1756 -0.0263 -0.1899
N -1.847 2.025 -1.022 0.0874 -0.0874 0.1185
C 3.567 1.624 5.688 0.0479 -0.0753 0.0157
H -6.134 -4.707 2.760 0.0046 0.0095 -0.0075
C -5.102 -4.459 2.981 -0.0137 0.0095 0.0625
H -4.807 -3.442 1.122 -0.0282 -0.0478 -0.0122
C 2.256 -3.987 -1.479 0.0588 -0.1463 -0.0251
C -3.018 -3.424 2.303 -0.0455 0.0060 0.0981
H 3.967 3.070 7.206 -0.0074 0.0052 0.0057
H -3.995 2.533 -3.555 0.0138 -0.0319 0.0033
Br 0.914 -4.753 -5.353 -0.0594 0.0128 -0.0119
C 1.142 1.897 2.783 -0.1704 0.3199 -0.0993
H 1.210 -6.707 1.105 0.0291 0.0091 0.0009
C -2.575 1.806 -2.105 -0.0589 -0.0453 -0.0938
C -1.085 -4.299 0.525 0.0489 -0.2138 -0.2948
H -4.146 4.771 -2.450 0.0041 0.0077 0.0115
C -2.794 -4.018 -1.157 -0.0263 0.2062 -0.0065
Br 3.681 -4.545 -0.346 -0.0811 0.0434 0.0626
O 3.032 0.107 3.975 0.0514 -0.0145 -0.0129
H 0.410 -4.562 2.037 0.0852 0.0161 -0.0640
C 1.106 -4.064 -3.592 0.2509 -0.0985 0.0975
H -2.478 0.816 -2.544 0.0242 0.0145 0.0088
H -5.219 -3.730 -3.500 -0.0178 -0.0102 0.0254
H -1.232 4.412 1.287 0.0467 -0.0276 0.0334
C -3.613 -4.352 -2.228 0.0350 0.0124 -0.0770
H -2.788 5.191 -0.406 0.0119 -0.0024 0.0148
O -0.533 -1.702 -1.334 -1.3096 -2.1742 -2.3803
C -3.500 3.998 -2.049 -0.0077 -0.0648 -0.0400
H -1.440 -3.560 3.744 0.0012 -0.0599 0.0576
H -1.674 -6.451 -2.041 0.0176 0.0473 -0.0158
C -3.213 -4.537 4.450 -0.0005 -0.0137 0.0858
C 3.386 2.838 6.320 -0.0057 -0.0484 -0.0384
As -1.772 -2.543 0.986 -1.1071 -1.0266 0.3945
```
Forces are in eV/Å.

Results of the Mulliken charge analysis, in e, for atoms 1 through 2: atom 1 (H): 0.43, atom 2 (H): 0.40


Record 5
Below is a molecular structure, C4H14CsO5, with properties calculated with the ωB97M-V functional and the def2-TZVPD basis.

Calculated values
HOMO-LUMO gap (eV): 9.5
Charge: +1

XYZ file:
```
24
Properties=species:S:1:pos:R:3:forces:R:3
H -1.561 -0.512 -1.334 0.0611 -0.2777 -0.3336
H 3.314 -1.268 1.509 -0.1079 0.2888 0.3833
O -1.728 0.908 3.951 -0.1187 -0.2875 -0.0471
H -1.313 0.142 -3.222 0.0590 -0.0417 0.0014
Cs -0.988 0.935 1.151 0.0916 0.0816 0.1776
H 1.960 1.249 0.813 0.1373 0.1681 0.0863
C 3.561 0.885 1.827 -0.4500 -0.3667 0.4703
H -4.321 -0.963 -1.691 -0.0539 0.1718 0.0915
H 3.761 0.908 2.899 0.2351 0.2558 -0.1387
C 4.007 -0.451 1.268 -0.8887 -0.2051 0.2701
O 2.129 1.118 1.755 -0.1199 -0.2066 -0.8346
H 4.069 1.671 1.267 0.1767 0.0909 0.3313
H -3.902 -0.552 -4.072 0.0519 0.4773 0.1771
H -3.518 0.644 -1.939 -0.2223 -0.0736 0.2892
H -1.402 0.491 4.760 0.0071 0.1477 -0.0519
O -2.400 -0.885 -1.051 0.1062 0.2842 0.4277
C -3.407 -0.446 -1.971 0.3464 -0.1291 -1.0994
O -1.897 -0.145 -3.926 -0.3226 0.2761 0.0413
H 4.915 -0.702 1.821 0.4802 -0.0196 -0.9194
H 3.226 -0.512 -0.495 0.0478 -0.1790 -0.1908
O 4.117 -0.418 -0.153 0.5249 0.1672 0.3596
C -3.061 -0.794 -3.416 -0.0698 -0.6161 -0.4018
H -2.936 -1.868 -3.600 0.0965 -0.0729 0.6089
H -2.624 0.564 3.846 -0.0680 0.0661 0.3017
```
Forces are in eV/Å.

Results of the Mulliken charge analysis, in e, for atoms 1 through 2: atom 1 (H): 0.26, atom 2 (H): 0.25


Computed energy above the lowest of the compared OMol25 structures with the same formula, charge and spin, in the same sequence as the records: 15.50 60.29 45.57 65.04 12.18 kcal/mol.